[1]
The following is a DFT calculation (wB97M-V/def2-TZVPD) of a molecular structure, CHFO2Y.

```
6
Properties=species:S:1:pos:R:3:forces:R:3:mulliken_charge:R:1
F -0.87762 -0.52435 1.58325 -0.9 1.1 -0.7 -0.09
O -2.23630 -0.04021 1.41267 1.2 1.7 -1.6 -0.21
Y -1.89300 1.60744 0.12275 -1.1 -2.2 2.5 2.29
O 0.88863 0.40851 -1.23069 0.3 -0.9 0.5 0.03
C 1.63172 -0.38244 -0.99487 0.3 0.8 -1.0 0.51
H 2.48657 -1.06895 -0.89310 0.3 -0.6 0.3 0.47
```
Positions in Å, forces in eV/Å.

Computed properties:
energy above the lowest of the compared OMol25 structures with the same formula, charge and spin = 19.8 kcal per mole
net charge = +3
LUMO level = -0.5954 Eh
gap between HOMO and LUMO = 8.95 eV

[2]
The following is a DFT calculation (wB97M-V/def2-TZVPD) of a molecular structure, C28H28ClN4O5S5V.

```
72
Properties=species:S:1:pos:R:3:forces:R:3:mulliken_charge:R:1
V -0.55825 -0.11317 -0.52903 2.9 -0.6 -3.3 1.35
C 1.74889 1.96973 -1.59543 0.2 0.1 -0.2 -1.64
N 0.50395 2.20748 -0.87853 0.0 -0.8 -0.2 1.19
C -0.50113 2.79023 -1.77596 -0.5 0.2 -0.4 -0.91
C -1.14269 1.79667 -2.75934 0.6 0.6 -0.3 -1.53
N -1.99532 0.78107 -2.12121 0.6 -0.3 0.4 1.91
C -3.23474 1.40960 -1.68160 -0.6 0.1 0.3 -2.04
C -2.22867 -0.32540 -3.00910 0.0 -0.7 -0.9 0.42
C -3.45223 -0.60544 -3.60038 0.0 0.2 0.1 -0.57
C -3.59135 -1.68334 -4.46346 0.0 0.0 -0.1 -0.86
C -2.50441 -2.47816 -4.77934 -0.2 0.0 0.0 -0.67
C -1.28505 -2.22962 -4.18038 0.0 0.1 0.1 -0.90
C -1.15488 -1.18437 -3.27694 -0.4 0.2 -0.5 0.85
S 0.32889 -1.00018 -2.39213 0.9 -0.5 -0.9 -0.50
C 0.65563 2.96570 0.32210 0.1 0.5 0.6 -0.20
C 1.83747 3.64801 0.62460 0.0 -0.1 -0.2 -0.30
C 1.94821 4.47400 1.73029 0.0 0.0 0.1 -0.66
C 0.86600 4.66625 2.57199 0.0 0.0 -0.1 -0.85
C -0.28845 3.94978 2.33675 -0.1 -0.1 -0.2 -1.03
C -0.39032 3.08195 1.25620 -0.1 -0.5 -0.2 0.95
S -1.83018 2.04508 1.26630 -1.6 2.8 1.6 -0.28
H 2.16971 2.90422 -1.99474 0.0 0.0 0.1 0.41
H 1.56161 1.29031 -2.42561 0.0 0.1 0.1 0.42
H 2.46632 1.48643 -0.93454 0.0 0.0 0.0 0.26
H -0.02383 3.58216 -2.38383 -0.1 -0.1 0.2 0.41
H -1.27980 3.26162 -1.17016 0.1 -0.1 -0.1 0.38
H -0.35937 1.28961 -3.32962 -0.2 0.1 0.0 0.56
H -1.74817 2.38761 -3.46899 0.1 -0.2 0.1 0.41
H -3.74291 1.90137 -2.52143 0.1 0.0 -0.1 0.48
H -3.03438 2.16350 -0.92264 -0.1 -0.2 -0.1 0.31
H -3.90855 0.68283 -1.23193 -0.1 0.0 0.2 0.59
H -4.32275 -0.01019 -3.37805 0.0 0.1 0.1 0.43
H -4.56137 -1.89640 -4.88823 -0.1 0.0 0.0 0.39
H -2.60986 -3.30713 -5.46503 0.0 -0.1 0.0 0.39
H -0.42963 -2.86432 -4.36918 0.0 0.0 0.0 0.45
H 2.70421 3.54310 -0.00638 0.0 0.0 -0.1 0.44
H 2.88501 4.97397 1.93113 0.1 0.0 0.0 0.39
H 0.93624 5.32909 3.42240 0.0 0.0 0.0 0.40
H -1.13351 4.02083 3.00470 0.0 0.0 0.2 0.40
S 1.39095 -1.10584 0.43461 0.3 0.6 -0.4 -0.35
C 1.16699 -2.78448 0.10548 0.0 -0.8 -0.3 0.76
C 2.21785 -3.70556 0.14624 -0.3 0.1 0.0 -1.09
C 1.98095 -5.04188 -0.15911 -1.0 0.4 -0.1 0.77
C 3.03221 -5.98185 -0.09228 0.6 -0.4 0.0 -0.26
N 3.88426 -6.74810 -0.03443 0.2 -0.2 0.0 -0.59
C 0.69149 -5.48525 -0.53074 0.2 1.4 0.4 0.51
C -0.35357 -4.55575 -0.57390 0.1 -0.2 -0.1 -1.05
C -0.10180 -3.24795 -0.25779 0.2 0.6 0.4 -0.19
S -1.44769 -2.05199 -0.01762 -1.2 -3.1 0.7 0.56
C 0.42847 -6.83236 -0.82706 -0.2 -0.9 -0.2 -0.12
N 0.17324 -7.92490 -1.07479 0.0 -0.1 0.0 -0.58
H 3.21181 -3.37685 0.41380 0.1 0.0 0.0 0.55
H -1.35764 -4.85257 -0.84169 -0.1 0.0 0.0 0.64
O 0.21329 0.67976 2.57119 -0.6 0.8 -0.3 -0.55
S 1.10373 -0.29746 3.19921 1.1 -0.3 1.7 0.28
C 2.81300 0.41281 2.93696 -0.2 -0.5 0.2 -0.07
C 3.28843 1.05177 4.23089 -0.1 0.2 0.1 -0.75
C 2.03216 1.47911 4.98102 0.2 0.1 0.1 -0.17
C 1.14313 0.25630 4.97765 0.1 -0.1 -0.6 -0.95
H 2.66198 1.14394 2.14454 -0.1 0.0 -0.1 -0.16
H 3.45878 -0.38416 2.57886 0.1 0.0 -0.1 0.46
H 3.94898 1.89723 4.03162 0.1 0.0 0.0 0.36
H 3.84236 0.32698 4.83221 0.0 0.0 0.0 0.32
H 1.53614 2.28080 4.43169 0.0 0.1 0.0 -0.04
H 2.25811 1.83321 5.98882 0.0 0.0 0.0 0.39
H 0.11675 0.45226 5.27164 -0.1 -0.1 0.0 0.43
H 1.56248 -0.55191 5.57221 0.0 -0.1 0.1 0.43
O -5.02685 0.46086 0.55997 -0.5 0.5 -0.3 -0.80
Cl -3.71630 -0.39448 1.01134 -0.4 0.0 0.6 0.13
O -2.51707 -2.47887 -0.90061 0.2 -0.2 -0.4 -0.70
O -1.66946 -2.19452 1.41516 0.3 0.2 0.0 -0.65
O -1.26750 0.81719 0.54166 -0.9 1.2 2.4 0.23
```
Positions in Å, forces in eV/Å.

Computed properties:
energy above the lowest of the compared OMol25 structures with the same formula, charge and spin = 41.7 kcal per mole
net charge = -1
2S+1 = 2
LUMO level (alpha / beta) = 0.0546 / 0.0698 Eh
gap between HOMO and LUMO (alpha / beta) = 4.99 / 5.43 eV

[3]
The following is a DFT calculation (wB97M-V/def2-TZVPD) of 6 unconnected molecules or ions with the total composition C20H32BrClIN6O2.

```
63
Properties=species:S:1:pos:R:3:forces:R:3:mulliken_charge:R:1
C -0.77729 0.77413 3.45489 0.8 -0.4 0.9 -0.80
C -0.23932 0.30553 1.98697 -0.6 1.5 -0.6 -0.29
C -1.42258 -0.35331 1.00333 2.8 0.0 -0.5 -0.35
Cl -2.71476 0.92082 0.65604 0.8 -1.2 0.4 -0.10
C -1.91920 -1.83090 1.43640 0.3 -1.6 0.4 0.53
C -0.92597 -2.59855 2.54399 -0.6 -1.4 -0.7 -0.73
C -1.19749 -4.22639 2.26855 -0.3 1.3 -1.2 -0.55
C -2.83591 -4.51511 2.09426 2.0 -3.7 -0.4 -0.34
O -3.18294 -4.98603 0.72377 0.2 2.3 1.9 -0.51
N -3.70548 -3.40783 2.61661 0.9 0.4 1.0 0.00
C -3.43568 -2.02356 1.98456 -1.6 1.0 -1.4 -0.61
Br -3.94074 -0.77698 3.52234 0.7 -0.9 -1.1 0.03
C -4.60990 -1.92648 0.79414 0.3 0.3 -0.7 -0.41
C -5.97383 -1.15947 1.31818 -3.9 -4.9 3.6 -0.11
O -6.85329 -1.89620 2.04821 5.9 4.7 -4.8 -0.53
I -6.44583 0.93346 0.87208 0.4 -1.6 0.2 0.13
H -1.68821 1.50830 3.43313 1.7 -1.5 -0.3 0.22
H -1.06131 -0.15861 4.12996 0.5 2.0 -1.5 0.10
H 0.09778 1.32941 4.03964 -1.8 -1.2 -1.4 0.35
H 0.08170 1.30431 1.41582 -0.7 -2.4 1.2 0.07
H 0.74507 -0.35514 2.00405 -2.3 1.3 0.1 0.36
H -0.84186 -0.47991 -0.03571 -1.6 0.2 2.3 0.40
H -1.82930 -2.51752 0.46156 -0.4 1.5 2.0 0.27
H 0.21356 -2.44220 2.31795 -2.4 0.0 0.7 0.27
H -1.24692 -2.35845 3.64551 0.9 -0.1 -2.1 0.20
H -0.74318 -4.44749 1.18720 -1.0 0.2 2.5 0.28
H -0.69654 -4.91412 3.07395 -1.2 1.4 -1.6 0.35
H -3.03593 -5.46032 2.79651 0.0 2.1 -1.8 0.40
H -3.08287 -4.25107 0.05115 0.0 -1.1 1.1 0.41
H -4.72486 -3.63370 2.53763 0.7 0.2 -0.1 0.44
H -3.50293 -3.32259 3.65834 -0.3 -0.1 -1.4 0.58
H -4.95368 -3.01320 0.44649 0.7 2.3 0.9 0.41
H -4.12287 -1.43114 -0.15306 -1.2 -0.7 2.0 0.44
C -7.81434 -1.43041 -2.76271 1.0 -0.6 0.2 -0.78
C -6.49317 -2.12445 -2.47458 7.2 -3.8 1.6 0.51
N -5.39704 -2.70034 -2.23562 -8.7 4.6 -1.8 -0.53
H -8.62949 -1.95608 -2.25789 0.2 0.0 0.0 0.28
H -7.77951 -0.39840 -2.40305 0.1 -0.2 0.0 0.23
H -8.00620 -1.42602 -3.83918 0.2 -0.1 0.2 0.33
C 1.85413 4.41671 1.11668 0.3 -1.1 0.4 -0.78
C 2.18761 3.03863 1.66430 1.9 -7.4 3.0 0.51
N 2.46436 1.89531 2.11871 -2.1 9.1 -3.6 -0.52
H 2.36448 4.57210 0.16220 0.0 -0.1 0.2 0.25
H 0.77530 4.50541 0.96217 0.2 -0.1 0.1 0.30
H 2.17720 5.18665 1.82267 0.0 -0.2 -0.1 0.30
C 5.98391 2.98133 0.61012 -0.2 1.0 -0.6 -0.62
C 5.65899 4.22635 -0.19892 -1.8 6.7 -4.4 0.43
N 5.38930 5.25930 -0.87014 2.0 -8.3 5.3 -0.54
H 6.02137 2.10859 -0.04757 0.0 0.2 0.0 0.25
H 6.95361 3.09867 1.10159 -0.2 0.1 -0.1 0.29
H 5.21590 2.82058 1.37165 0.1 0.1 -0.2 0.19
C 4.56866 4.64805 -4.49365 0.2 -1.2 -0.4 -0.45
C 4.86050 3.24086 -4.98848 1.6 -7.7 -2.7 0.41
N 5.10270 2.07334 -5.39895 -2.0 9.4 3.3 -0.55
H 5.20687 5.36653 -5.01531 -0.1 -0.2 0.0 0.26
H 3.52137 4.89973 -4.68197 0.2 -0.2 0.0 0.26
H 4.76298 4.71338 -3.41961 0.0 -0.1 -0.1 0.03
C 8.15413 0.87999 -5.22059 0.3 -1.2 0.4 -0.43
C 8.48761 -0.49809 -4.67297 1.9 -7.5 3.0 0.28
N 8.76436 -1.64141 -4.21857 -2.2 9.2 -3.6 -0.42
H 8.66448 1.03539 -6.17508 0.0 -0.1 0.2 0.26
H 7.07530 0.96869 -5.37511 0.2 -0.1 0.1 0.10
H 8.47720 1.64993 -4.51461 0.0 -0.2 0.0 0.24
```
Positions in Å, forces in eV/Å.

Computed properties:
net charge = +1
LUMO level = -0.1289 Eh
gap between HOMO and LUMO = 8.43 eV

[4]
The following is a DFT calculation (wB97M-V/def2-TZVPD) of 2 unconnected molecules or ions with the total composition C3H11NOS2.

```
18
Properties=species:S:1:pos:R:3:forces:R:3:mulliken_charge:R:1
N -0.89408 -0.34350 -1.89653 0.8 0.5 0.3 -0.63
C 0.29763 -0.00549 -1.05507 -0.3 -0.1 -0.9 -0.35
C 0.49306 -1.08767 -0.02537 -0.1 -0.5 0.7 -0.57
S 1.42985 -0.72870 1.52145 -0.2 0.2 -0.7 -0.11
S 1.07814 1.32099 1.75336 0.7 -0.3 0.6 -0.04
C 2.37421 1.50474 3.05117 -0.8 0.9 -0.4 -0.93
H -1.17319 0.56473 -2.26927 -0.4 -0.5 -0.1 0.22
H -1.62519 -0.65633 -1.26589 -0.2 0.2 -0.1 0.30
H 0.15072 0.98986 -0.64822 0.1 0.0 0.5 0.29
H 1.16534 0.06375 -1.71160 0.1 0.0 0.0 0.21
H 1.03199 -1.94041 -0.43811 0.0 0.1 -0.1 0.33
H -0.48402 -1.47621 0.26936 0.0 0.1 0.1 0.33
H 3.33532 1.09705 2.76416 0.0 -0.3 -0.1 0.31
H 2.00521 1.13890 4.00238 0.1 -0.3 0.0 0.33
H 2.47814 2.58791 3.13463 0.1 0.0 0.1 0.33
H -4.61947 -0.73352 -2.41507 -0.6 0.3 -0.3 0.31
H -3.19335 -1.15767 -2.73566 0.1 0.0 -0.1 0.33
O -3.85032 -1.13844 -2.03571 0.5 -0.3 0.4 -0.65
```
Positions in Å, forces in eV/Å.

Computed properties:
structure (SMILES) = CSSCCN.O
energy above the lowest of the compared OMol25 structures with the same formula, charge and spin = 13.4 kcal per mole
LUMO level = 0.0219 Eh
gap between HOMO and LUMO = 8.45 eV